Record 1
ORCA calculation (ωB97M-V/def2-TZVPD) on 3 unconnected molecules or ions with the total composition C13H22BBr2O6 in a non-equilibrium geometry.

Last column: Mulliken charge in e.
Geometry (Å):
C1 3.781 -0.928 -1.087  -1.076
C2 3.445 0.552 -1.336  -0.629
C3 2.173 0.996 -0.623  -0.205
Br1 2.098 2.970 -0.728  -0.221
C4 0.842 0.447 -1.195  0.163
C5 -0.270 0.428 -0.097  -0.550
O1 -1.013 -0.738 -0.417  -0.745
B1 0.075 -1.653 -0.743  1.098
Br2 -0.689 -3.351 -1.584  -0.465
O2 0.941 -0.860 -1.660  -0.710
H1 3.159 -1.575 -1.696  0.220
H2 4.837 -1.101 -1.309  0.398
H3 3.611 -1.164 -0.035  0.260
H4 3.405 0.789 -2.400  0.318
H5 4.268 1.141 -0.917  0.419
H6 2.258 0.741 0.433  0.350
H7 0.547 1.114 -2.016  0.345
H8 0.169 0.267 0.894  0.309
H9 -0.895 1.316 -0.162  0.163
H10 0.742 -1.976 0.241  -0.325
O3 -2.245 3.731 0.316  -0.524
C6 -2.042 4.763 -0.242  0.366
O4 -3.029 5.689 -0.429  -0.381
C7 -2.537 6.793 -1.197  -0.416
C8 -1.026 6.770 -1.009  -0.575
C9 -0.747 5.275 -0.848  -0.001
H11 -2.825 6.644 -2.241  0.248
H12 -3.006 7.703 -0.830  0.323
H13 -0.490 7.237 -1.833  0.330
H14 -0.760 7.296 -0.091  0.273
H15 -0.588 4.779 -1.806  0.230
H16 0.092 5.067 -0.195  0.079
O5 -0.313 -5.509 4.699  -0.605
C10 -0.612 -5.614 3.542  0.485
O6 0.283 -5.932 2.585  -0.365
C11 -0.345 -5.905 1.282  -0.128
C12 -1.829 -6.096 1.555  -0.444
C13 -1.980 -5.420 2.915  -0.382
H17 -0.149 -4.944 0.810  -0.014
H18 0.089 -6.695 0.674  0.272
H19 -2.452 -5.672 0.771  0.319
H20 -2.062 -7.159 1.644  0.261
H21 -2.163 -4.348 2.823  0.252
H22 -2.748 -5.866 3.542  0.279

Forces on the atoms, in the same order (eV/Å):
-0.015 0.357 -0.145
0.296 -0.102 0.320
0.043 -0.624 -0.571
-0.028 -0.030 0.226
-0.035 0.652 0.342
-0.236 -0.648 -0.922
0.201 0.162 0.258
0.226 0.606 0.311
-0.061 -0.279 -0.291
0.008 -0.337 0.061
-0.014 -0.083 0.097
-0.006 -0.048 -0.013
-0.007 -0.142 -0.015
-0.142 -0.073 -0.030
-0.057 0.096 -0.080
-0.015 0.220 0.073
-0.006 -0.053 -0.057
0.109 0.469 0.106
-0.076 0.017 0.336
-0.187 -0.278 0.015
-0.046 0.043 0.044
0.105 -0.170 -0.037
-0.033 0.046 0.003
0.019 0.042 -0.033
0.117 -0.053 -0.049
-0.188 0.507 0.093
0.023 -0.001 -0.009
-0.056 -0.044 0.028
-0.030 -0.021 -0.023
-0.011 0.009 -0.006
0.034 -0.096 0.038
0.007 -0.234 -0.027
0.032 -0.069 -0.007
-0.031 0.121 0.064
-0.015 -0.066 0.007
-0.071 0.084 -0.142
-0.092 -0.018 0.052
0.009 -0.219 -0.189
0.070 0.046 -0.001
0.095 -0.003 0.079
0.063 0.074 -0.008
0.004 0.003 -0.008
-0.005 0.013 0.014
0.003 0.127 0.098

Results
Kohn-Sham gap in eV: 7.56
F_max in eV/A: 1.2
E_LUMO in eV: 2.321
Total charge: -1
Highest occupied orbital energy in eV: -5.240

=====

Record 2
ORCA calculation (ωB97M-V/def2-TZVPD) on a molecular structure, C35H34ClNOSi2Sr in a non-equilibrium geometry.

Last column: Mulliken charge in e.
Geometry (Å):
C1 -2.128 -0.756 4.645  -0.727
C2 -2.920 -0.331 3.545  -0.538
C3 -3.233 -1.474 2.761  -0.297
H1 -3.319 0.673 3.400  0.438
C4 -2.579 -2.599 3.335  -0.999
C5 -1.971 -2.170 4.553  -0.348
H2 -1.518 -2.815 5.301  0.457
H3 -1.748 -0.123 5.445  0.464
H4 -3.903 -1.490 1.898  0.431
H5 -2.549 -3.605 2.911  0.369
Sr1 -0.304 -1.007 2.566  1.493
Si1 -0.658 -0.934 -2.262  -0.103
C6 -0.258 0.564 -3.541  0.095
C7 0.926 0.838 -4.263  0.080
H6 1.818 0.208 -4.134  0.413
C8 1.003 1.879 -5.226  -0.711
H7 1.934 2.047 -5.793  0.357
C9 -0.110 2.696 -5.473  -0.417
H8 -0.036 3.538 -6.180  0.370
C10 -1.304 2.392 -4.811  -0.657
H9 -2.202 2.967 -5.040  0.403
C11 -1.358 1.354 -3.869  -0.339
H10 -2.315 1.127 -3.413  0.295
C12 -0.101 -2.275 -3.456  0.675
C13 -0.538 -2.076 -4.782  -0.753
H11 -1.291 -1.316 -4.979  0.402
C14 0.049 -2.703 -5.879  -0.504
H12 -0.261 -2.448 -6.893  0.382
C15 1.050 -3.669 -5.694  -0.513
H13 1.602 -4.090 -6.550  0.356
C16 1.377 -4.004 -4.373  -0.515
H14 2.096 -4.814 -4.202  0.367
C17 0.837 -3.299 -3.276  -0.161
H15 1.189 -3.556 -2.280  0.256
H16 -2.150 -0.804 -2.274  -0.480
Si2 1.862 1.695 -0.897  -0.114
C18 1.183 -0.230 -0.991  0.169
C19 -0.197 -0.651 -0.493  3.048
H17 -0.692 0.182 0.051  0.289
C20 -0.417 -1.976 0.115  -3.818
H18 -1.389 -2.163 0.603  0.735
C21 0.678 -2.751 0.437  0.163
H19 0.560 -3.644 1.052  0.567
C22 1.962 -2.341 0.068  -1.196
H20 2.827 -2.971 0.255  0.439
C23 2.193 -1.125 -0.570  -0.500
H21 3.224 -0.765 -0.663  0.294
C24 0.337 2.878 -0.945  0.560
C25 -0.773 2.899 -0.059  0.646
H22 -0.930 2.145 0.730  0.125
C26 -1.789 3.871 -0.177  -0.942
H23 -2.651 3.890 0.509  0.383
C27 -1.737 4.829 -1.199  -0.432
H24 -2.517 5.590 -1.317  0.378
C28 -0.636 4.828 -2.050  -0.725
H25 -0.573 5.548 -2.856  0.390
C29 0.354 3.859 -1.930  -0.448
H26 1.178 3.838 -2.625  0.290
H27 3.139 2.197 -1.379  -0.120
Cl1 2.100 1.500 1.228  -0.213
O1 -0.229 1.415 3.333  -0.252
C30 0.902 1.666 4.262  -0.858
C31 1.255 0.401 5.021  0.867
C32 1.491 0.545 6.390  -0.636
C33 1.685 -0.597 7.184  -0.345
C34 1.586 -1.875 6.612  -0.621
C35 1.465 -1.940 5.217  -0.343
N1 1.275 -0.827 4.448  -0.331
H28 -0.680 2.273 3.187  0.160
H29 0.550 2.405 4.999  0.433
H30 1.794 2.062 3.737  0.352
H31 1.470 1.568 6.798  0.349
H32 1.890 -0.473 8.254  0.375
H33 1.595 -2.777 7.244  0.415
H34 1.528 -2.905 4.698  0.428

Forces on the atoms, in the same order (eV/Å):
-0.398 -0.511 0.056
-0.079 -0.421 0.157
0.527 0.138 -0.078
0.179 -0.249 -0.033
-0.130 0.283 0.256
0.147 0.401 -0.588
0.110 0.138 -0.215
-0.189 -0.157 -0.112
0.419 0.017 0.194
-0.254 0.272 0.326
-0.817 0.254 -0.670
-0.928 2.338 -1.668
0.030 -0.015 0.488
0.218 0.315 -0.412
-0.424 0.221 0.094
-0.061 -0.376 0.566
-0.486 -0.146 0.440
0.077 -0.329 0.162
-0.147 -0.545 0.342
0.219 0.153 -0.078
0.205 -0.133 0.157
-0.179 0.394 -0.399
-0.024 0.124 0.082
0.447 -0.959 -0.265
0.148 0.264 -0.104
0.067 -0.112 -0.006
0.145 -0.428 0.056
-0.011 0.037 0.292
-0.107 0.393 0.598
-0.500 0.039 0.543
0.104 0.052 -0.145
-0.190 0.410 0.071
0.126 -0.279 -0.347
-0.041 0.104 -0.117
-0.223 -0.518 -0.316
-3.696 -2.965 1.489
4.076 0.284 1.090
-1.137 1.876 -1.923
-0.356 -0.164 -0.242
0.767 -1.750 1.757
0.216 -0.168 -0.751
-1.208 0.354 -0.164
-0.071 -0.114 -0.305
1.618 -0.604 0.336
-0.219 -0.028 0.128
-0.655 1.786 -0.747
-0.105 -0.501 -0.180
0.135 0.074 0.240
-0.411 0.119 0.103
0.471 0.394 -0.433
0.139 -0.208 -0.229
0.571 -0.232 -0.324
0.449 -0.031 0.212
0.280 -0.381 0.128
-0.334 -0.188 -0.162
0.009 0.051 0.021
-0.008 0.079 0.094
0.112 0.257 -0.299
0.091 -0.026 -0.426
0.466 0.548 0.223
1.086 1.045 0.890
-0.723 -0.101 -0.635
-0.292 -0.978 0.839
0.154 -0.263 0.092
-0.202 0.300 -0.127
0.181 0.427 -0.254
-0.137 1.085 0.280
0.774 0.008 1.064
0.430 -0.847 -0.018
0.274 -0.235 -0.263
-0.614 -0.195 0.019
0.150 -0.727 0.057
-0.253 -0.145 -0.471
0.238 0.521 -0.543
-0.245 0.475 0.111

Results
Kohn-Sham gap in eV: 4.86
F_max in eV/A: 5.0
E_LUMO in eV: -0.464
Energy relative to the best compared isomer or geometry (same formula, charge and spin) in kcal/mol: 90.3
Highest occupied orbital energy in eV: -5.320

=====

Record 3
ORCA calculation (ωB97M-V/def2-TZVPD) on a molecular structure, C38H41Cl2NO8TaTe in a non-equilibrium geometry.

Last column: Mulliken spin population.
Geometry (Å):
Ta1 0.173 1.038 0.485  0.797
Cl1 -0.955 1.616 -1.893  0.000
C1 -2.177 2.945 -1.795  0.006
Cl2 -3.475 2.525 -0.701  0.000
H1 -2.555 3.059 -2.804  0.000
H2 -1.657 3.826 -1.436  -0.001
C2 4.848 -0.302 -4.363  0.000
O1 5.432 -0.584 -3.086  0.006
C3 4.689 -0.477 -1.997  0.017
C4 5.378 -0.720 -0.777  -0.004
C5 4.712 -0.625 0.398  0.012
C6 3.327 -0.282 0.450  0.059
C7 2.659 -0.211 1.685  0.009
C8 3.325 -0.532 2.982  0.006
O2 1.419 0.134 1.779  0.009
C9 2.661 -0.054 -0.790  -0.015
O3 1.361 0.213 -0.831  -0.080
C10 3.338 -0.153 -1.997  0.001
H3 5.648 -0.427 -5.084  0.000
H4 4.476 0.723 -4.394  0.000
H5 4.044 -1.006 -4.579  0.000
H6 6.428 -0.968 -0.824  0.000
H7 5.249 -0.803 1.319  0.000
H8 4.074 0.232 3.202  0.000
H9 3.833 -1.494 2.948  0.003
H10 2.589 -0.531 3.782  0.000
H11 2.784 0.019 -2.908  -0.002
O4 1.675 2.544 0.300  -0.062
C11 0.814 3.486 0.465  0.108
O5 -0.389 3.046 0.686  0.010
C12 1.132 4.884 0.394  0.011
C13 0.134 5.825 0.656  0.014
C14 0.404 7.187 0.612  -0.006
C15 1.697 7.547 0.299  0.015
O6 2.197 8.785 0.195  0.005
C16 3.591 8.651 -0.132  0.000
O7 3.858 7.250 -0.248  -0.001
C17 2.699 6.608 0.034  -0.004
C18 2.455 5.269 0.075  0.006
H12 -0.862 5.486 0.906  0.001
H13 -0.351 7.932 0.818  0.000
H14 4.188 9.075 0.674  0.000
H15 3.782 9.142 -1.084  0.000
H16 3.223 4.536 -0.123  0.001
C19 -2.325 2.032 2.937  0.008
C20 -2.109 0.581 2.647  -0.009
O8 -2.579 -0.288 3.381  0.006
N1 -1.405 0.147 1.536  0.055
Te1 -1.458 -1.890 1.825  0.002
C21 -3.356 -2.659 1.308  0.003
C22 -4.532 -1.938 1.088  0.001
C23 -4.669 -0.443 1.163  0.001
C24 -5.677 -2.668 0.781  0.000
C25 -5.684 -4.053 0.697  0.000
C26 -6.941 -4.808 0.380  0.000
C27 -4.493 -4.730 0.933  0.000
C28 -3.320 -4.062 1.245  -0.002
C29 -2.069 -4.867 1.496  0.000
C30 -0.415 -2.272 0.027  0.121
C31 -0.938 -2.006 -1.249  -0.079
C32 -2.312 -1.448 -1.495  -0.006
C33 -0.153 -2.321 -2.356  -0.021
C34 1.098 -2.905 -2.231  0.001
C35 1.917 -3.268 -3.436  0.000
C36 1.580 -3.176 -0.954  0.002
C37 0.851 -2.876 0.184  0.003
C38 1.425 -3.268 1.524  -0.003
H17 -1.737 2.295 3.818  0.001
H18 -3.373 2.160 3.205  0.000
H19 -2.066 2.689 2.115  -0.001
H20 -3.797 0.083 0.782  -0.002
H21 -4.838 -0.126 2.193  0.000
H22 -5.526 -0.122 0.573  0.000
H23 -6.596 -2.124 0.599  0.000
H24 -7.733 -4.142 0.046  0.000
H25 -7.298 -5.338 1.265  0.000
H26 -6.764 -5.553 -0.396  0.000
H27 -4.477 -5.812 0.879  0.000
H28 -2.299 -5.930 1.482  0.000
H29 -1.634 -4.659 2.479  0.000
H30 -1.308 -4.692 0.730  0.001
H31 -2.574 -0.645 -0.806  -0.009
H32 -3.066 -2.230 -1.389  0.000
H33 -2.382 -1.054 -2.508  0.005
H34 -0.547 -2.119 -3.345  0.000
H35 1.494 -2.856 -4.351  0.000
H36 1.972 -4.352 -3.549  0.000
H37 2.940 -2.905 -3.323  0.000
H38 2.554 -3.643 -0.847  0.000
H39 2.470 -3.554 1.413  0.000
H40 0.898 -4.130 1.939  0.000
H41 1.375 -2.471 2.267  0.000

Forces on the atoms, in the same order (eV/Å):
0.389 -0.799 -0.484
0.025 0.076 -0.147
0.030 0.015 0.112
0.018 0.028 -0.030
-0.009 0.008 -0.002
-0.015 -0.038 -0.011
-0.005 -0.032 0.008
-0.008 0.013 -0.006
0.020 0.026 0.009
-0.012 -0.020 -0.017
-0.015 0.008 -0.007
-0.017 0.018 0.013
0.052 -0.009 -0.080
-0.003 0.002 0.019
0.078 0.185 0.065
-0.026 -0.061 0.063
-0.142 0.021 0.207
0.034 -0.024 0.016
0.001 0.001 0.002
0.000 0.005 0.004
-0.002 0.012 -0.008
0.000 -0.002 -0.001
0.002 0.005 0.003
0.004 -0.003 0.004
-0.001 0.002 0.004
-0.006 -0.010 -0.010
0.001 0.013 -0.002
-0.496 0.572 -0.047
0.440 -0.168 -0.008
-0.074 -0.042 0.235
0.007 0.020 0.019
0.028 0.022 -0.032
-0.008 0.005 0.007
-0.009 0.007 0.000
0.000 -0.004 -0.006
-0.004 -0.004 0.004
-0.011 -0.004 0.004
0.004 -0.018 -0.003
-0.015 0.006 0.018
-0.003 -0.009 0.014
0.001 0.003 -0.002
0.002 0.003 -0.003
0.005 0.005 0.001
-0.003 0.000 -0.002
0.022 -0.010 0.027
-0.096 -0.105 0.040
-0.024 0.019 -0.017
-0.070 0.251 -0.027
-0.058 0.000 0.102
-0.017 0.076 -0.021
0.004 -0.001 -0.023
-0.024 0.030 0.022
0.015 -0.009 0.005
-0.018 0.006 0.001
-0.003 0.008 -0.001
0.015 -0.039 0.009
0.007 0.020 -0.020
-0.007 0.003 0.004
0.049 0.132 -0.050
0.042 -0.038 -0.023
-0.042 -0.010 0.027
-0.044 -0.003 0.039
0.035 -0.046 -0.007
-0.002 0.025 0.022
0.013 0.010 -0.017
-0.041 0.011 -0.040
-0.001 -0.007 0.010
0.009 0.006 -0.011
-0.003 0.000 0.004
-0.002 -0.010 -0.012
0.031 -0.023 -0.011
0.007 -0.013 -0.002
-0.002 -0.016 0.001
-0.003 -0.006 0.000
0.000 -0.002 -0.001
0.001 0.002 0.002
0.001 -0.002 0.001
0.003 0.003 0.001
0.007 -0.002 0.001
-0.002 -0.010 0.008
-0.008 -0.010 -0.002
-0.004 -0.018 0.021
-0.027 -0.017 0.002
-0.004 -0.014 0.012
-0.005 0.008 -0.001
-0.003 0.006 0.002
-0.010 0.000 0.004
0.021 -0.013 -0.014
0.000 0.007 0.011
-0.005 -0.014 -0.003
0.000 -0.002 0.015
-0.016 -0.014 -0.013

Results
Kohn-Sham gap (alpha / beta) in eV: 6.63 / 6.82
F_max in eV/A: 1.0
E_LUMO (alpha / beta) in eV: -5.742 / -6.003
Energy relative to the best compared isomer or geometry (same formula, charge and spin) in kcal/mol: 3.6
Total charge: +2
Highest occupied orbital energy (alpha / beta) in eV: -12.371 / -12.824
Multiplicity: 2

=====

Record 4
ORCA calculation (ωB97M-V/def2-TZVPD) on 2 unconnected molecules or ions with the total composition C7H12N3O in a non-equilibrium geometry.

Last column: Mulliken charge in e.
Geometry (Å):
C1 -2.941 -1.930 -0.841  -0.291
C2 -2.807 -0.934 0.099  -0.556
C3 -1.914 -2.281 -1.854  -0.519
C4 -1.683 -0.114 0.433  0.365
C5 1.884 -0.053 -0.500  0.663
C6 -0.597 -2.116 -1.757  -0.273
C7 2.920 1.043 -0.229  -1.070
N1 -0.506 -0.285 -0.042  -0.192
N2 0.644 0.175 0.252  -0.172
N3 0.849 2.292 1.942  -0.866
O1 2.062 -1.031 -1.163  -0.532
H1 -3.807 -2.466 -0.765  0.442
H2 -3.615 -0.786 0.798  0.326
H3 -2.159 -3.020 -2.563  0.368
H4 -1.848 0.728 1.153  0.322
H5 0.435 -2.075 -1.779  0.859
H6 2.823 1.467 0.802  0.239
H7 3.977 0.649 -0.541  0.321
H8 2.908 1.873 -0.836  0.347
H9 0.809 1.055 0.858  0.471
H10 1.756 2.563 2.189  0.262
H11 0.216 2.099 2.750  0.262
H12 0.593 3.147 1.594  0.225

Forces on the atoms, in the same order (eV/Å):
2.731 3.178 0.885
-0.012 -1.576 -1.090
2.442 0.442 2.471
0.906 2.101 0.877
-1.078 0.576 0.978
-4.681 1.346 1.121
1.915 -2.414 1.175
-1.322 -4.043 -2.525
3.449 2.689 0.250
-1.293 -1.895 1.108
-0.211 -0.281 -0.574
-2.001 -1.455 -0.542
-0.337 -0.108 -0.151
-0.401 -0.891 -1.223
0.073 -0.840 -0.390
2.112 0.101 -0.355
0.565 -0.899 -0.838
-1.899 0.275 1.313
-1.040 1.876 -1.817
-1.188 -0.704 -0.091
1.800 -0.357 1.519
1.236 0.290 -0.609
-1.768 2.589 -1.491

Results
Kohn-Sham gap in eV: 7.21
F_max in eV/A: 5.0
E_LUMO in eV: -5.247
Energy relative to the best compared isomer or geometry (same formula, charge and spin) in kcal/mol: 135.3
Total charge: +1
Highest occupied orbital energy in eV: -12.457

=====

The calculation returns the following molar mass values, one per record and in order: 444.9, 663.9, 1019.2, 154.2 g/mol.